No. 1
{
  "formula": "C37H31IO8P2",
  "method": "the ωB97M-V functional and the def2-TZVPD basis",
  "lumo_ev": -1.11,
  "smiles": "C#CC[C@@](C[C@H](C)I)(OC(=O)P(C)O)[PH2]=O.O=C1c2ccccc2C(=O)c2ccccc21.O=C1c2ccccc2C(=O)c2ccccc21",
  "symbols": ["C", "C", "C", "C", "C", "C", "C", "I", "O", "C", "O", "P", "C", "O", "P", "O", "H", "H", "H", "H", "H", "H", "H", "H", "H", "H", "H", "H", "H", "H", "H", "O", "C", "C", "C", "C", "C", "C", "C", "C", "O", "C", "C", "C", "C", "C", "C", "H", "H", "H", "H", "H", "H", "H", "H", "O", "C", "C", "C", "C", "C", "C", "C", "C", "O", "C", "C", "C", "C", "C", "C", "H", "H", "H", "H", "H", "H", "H", "H"],
  "xyz": [[2.857, 1.033, -1.069], [2.392, 0.033, -1.494], [1.622, -1.119, -1.924], [0.182, -0.721, -2.435], [-0.827, -1.862, -2.307], [-0.804, -3.016, -3.334], [0.564, -3.598, -3.691], [-1.998, -2.633, -5.100], [-0.213, 0.461, -1.696], [-0.889, 0.251, -0.516], [-1.994, 0.689, -0.411], [-0.145, -0.686, 0.943], [-1.623, -0.951, 2.014], [0.888, 0.298, 1.766], [0.422, -0.029, -4.149], [-0.810, 0.595, -4.678], [3.145, 1.960, -0.650], [2.164, -1.610, -2.736], [1.521, -1.849, -1.123], [-0.730, -2.347, -1.332], [-1.827, -1.431, -2.339], [-1.343, -3.826, -2.858], [0.399, -4.636, -3.980], [1.051, -3.131, -4.540], [1.206, -3.652, -2.815], [-1.623, -1.994, 2.316], [-2.554, -0.776, 1.483], [-1.543, -0.328, 2.903], [0.496, 1.161, 1.970], [1.024, -0.981, -4.994], [1.388, 0.988, -3.969], [2.958, 4.925, -4.581], [1.947, 5.559, -4.810], [2.004, 6.821, -5.599], [3.225, 7.260, -6.094], [3.287, 8.412, -6.860], [2.128, 9.130, -7.136], [0.911, 8.705, -6.632], [0.844, 7.554, -5.858], [-0.472, 7.120, -5.308], [-1.469, 7.788, -5.490], [-0.530, 5.849, -4.539], [-1.752, 5.406, -4.047], [-1.827, 4.209, -3.355], [-0.682, 3.446, -3.152], [0.540, 3.890, -3.628], [0.624, 5.093, -4.318], [4.124, 6.698, -5.881], [4.239, 8.750, -7.247], [2.177, 10.024, -7.745], [0.009, 9.265, -6.842], [-2.643, 5.997, -4.210], [-2.780, 3.863, -2.977], [-0.745, 2.508, -2.621], [1.433, 3.301, -3.467], [1.389, -6.281, 7.808], [0.383, -5.656, 7.544], [0.429, -4.497, 6.609], [1.637, -4.147, 6.018], [1.687, -3.096, 5.119], [0.530, -2.390, 4.805], [-0.672, -2.724, 5.403], [-0.728, -3.774, 6.311], [-2.026, -4.110, 6.958], [-3.019, -3.447, 6.738], [-2.076, -5.280, 7.876], [-3.285, -5.632, 8.463], [-3.354, -6.737, 9.295], [-2.214, -7.496, 9.544], [-1.004, -7.142, 8.972], [-0.928, -6.031, 8.141], [2.534, -4.701, 6.260], [2.628, -2.827, 4.656], [0.570, -1.575, 4.092], [-1.572, -2.173, 5.164], [-4.170, -5.043, 8.265], [-4.297, -7.011, 9.749], [-2.272, -8.364, 10.187], [-0.118, -7.729, 9.167]]
}

---

No. 2
{
  "formula": "C24H41EuN7O11P2Si",
  "method": "the ωB97M-V functional and the def2-TZVPD basis",
  "multiplicity": 8,
  "total_charge": -2,
  "lumo_ev": [4.20, 4.20],
  "de_lowest_kj_mol": 45.7,
  "s_squared": 15.76,
  "symbols": ["Eu", "O", "C", "O", "C", "C", "C", "C", "C", "O", "C", "C", "O", "O", "H", "H", "H", "H", "H", "H", "H", "H", "N", "C", "C", "P", "O", "O", "O", "P", "O", "O", "O", "H", "H", "H", "H", "H", "H", "H", "H", "C", "C", "C", "C", "C", "C", "N", "N", "Si", "C", "C", "C", "H", "H", "H", "H", "H", "H", "H", "H", "H", "H", "H", "H", "H", "H", "H", "C", "C", "C", "C", "N", "C", "N", "N", "N", "H", "H", "H", "H", "H", "H", "H", "H", "H", "H"],
  "xyz": [[-1.011, 0.465, -0.388], [-4.763, 1.897, -2.385], [-3.914, 1.758, -1.498], [-3.030, 0.830, -1.437], [-3.944, 2.709, -0.300], [-3.844, 1.928, 1.024], [-4.359, 2.796, 2.179], [-3.196, 3.816, 2.336], [-2.228, 3.331, 1.249], [-2.427, 1.909, 1.287], [-2.750, 3.728, -0.143], [-1.630, 3.675, -1.192], [-1.455, 4.708, -1.875], [-0.953, 2.612, -1.219], [-4.893, 3.237, -0.370], [-4.233, 0.920, 0.979], [-5.318, 3.263, 1.939], [-4.484, 2.193, 3.080], [-3.501, 4.853, 2.172], [-2.731, 3.745, 3.322], [-1.184, 3.553, 1.429], [-3.113, 4.754, -0.146], [-4.266, -3.494, -1.108], [-2.896, -3.085, -0.565], [-2.114, -4.293, -0.071], [-3.334, -1.847, 0.726], [-3.537, -2.859, 2.021], [-4.703, -1.376, 0.309], [-2.228, -0.913, 1.047], [-2.101, -2.317, -2.106], [-3.323, -1.448, -2.620], [-1.948, -3.503, -3.007], [-0.964, -1.458, -1.667], [-4.610, -4.331, -0.650], [-4.211, -3.630, -2.118], [-4.862, -2.668, -0.871], [-2.697, -4.882, 0.645], [-1.220, -3.952, 0.451], [-1.802, -4.912, -0.915], [-3.706, -2.318, 2.802], [-3.296, -0.484, -2.248], [1.268, 4.100, 0.572], [1.477, 2.899, 1.468], [2.251, 3.013, 2.625], [2.420, 1.869, 3.409], [1.906, 0.665, 2.996], [1.209, 0.586, 1.743], [0.924, 1.751, 1.074], [0.847, -0.538, 1.135], [1.533, -2.060, 1.353], [3.336, -2.000, 1.961], [0.589, -3.143, 2.566], [1.612, -2.970, -0.273], [2.218, 4.626, 0.426], [0.570, 4.818, 1.014], [0.861, 3.790, -0.389], [2.689, 3.967, 2.903], [2.974, 1.929, 4.345], [2.036, -0.236, 3.586], [3.417, -2.136, 3.047], [3.786, -1.027, 1.725], [3.937, -2.782, 1.477], [0.868, -2.902, 3.601], [0.778, -4.213, 2.400], [-0.488, -2.958, 2.457], [2.105, -2.342, -1.025], [0.621, -3.176, -0.682], [2.168, -3.915, -0.177], [4.886, -1.481, -3.725], [5.334, -0.612, -2.553], [5.133, -1.331, -1.222], [4.638, 0.750, -2.559], [3.191, 0.668, -2.474], [2.394, 0.609, -1.407], [1.160, 0.522, -1.804], [1.197, 0.537, -3.165], [2.417, 0.623, -3.584], [5.458, -2.414, -3.746], [5.021, -0.970, -4.683], [3.827, -1.736, -3.636], [6.401, -0.389, -2.670], [4.078, -1.564, -1.054], [5.480, -0.727, -0.376], [5.682, -2.278, -1.208], [4.864, 1.292, -3.476], [4.983, 1.346, -1.714], [2.720, 0.631, -0.378]]
}

---

No. 3
{
  "formula": "C29H50P2Tl",
  "method": "the ωB97M-V functional and the def2-TZVPD basis",
  "total_charge": 1,
  "lumo_ev": [-5.45, -5.45],
  "de_lowest_kj_mol": 285.8,
  "symbols": ["Tl", "C", "C", "C", "C", "C", "C", "H", "H", "H", "C", "H", "H", "H", "C", "H", "H", "H", "C", "H", "H", "H", "C", "H", "H", "H", "C", "C", "C", "C", "C", "C", "C", "C", "H", "H", "H", "H", "H", "H", "H", "H", "H", "H", "H", "H", "P", "C", "C", "P", "C", "C", "C", "H", "H", "H", "H", "H", "H", "H", "H", "H", "H", "H", "H", "H", "H", "C", "C", "C", "C", "C", "C", "H", "H", "H", "H", "H", "H", "H", "H", "H"],
  "xyz": [[-0.555, 0.997, 0.161], [0.047, 4.102, 1.621], [-1.370, 3.954, 1.630], [-0.522, 2.718, 3.368], [0.573, 3.333, 2.687], [-1.717, 3.090, 2.709], [0.818, 4.899, 0.645], [0.450, 4.753, -0.380], [1.880, 4.640, 0.671], [0.737, 5.973, 0.866], [1.990, 3.037, 2.963], [2.655, 3.751, 2.457], [2.230, 2.013, 2.618], [2.194, 3.073, 4.045], [-0.368, 1.748, 4.461], [0.166, 2.188, 5.319], [0.220, 0.888, 4.107], [-1.337, 1.380, 4.811], [-3.083, 2.630, 3.036], [-3.645, 3.408, 3.576], [-3.055, 1.741, 3.678], [-3.656, 2.384, 2.129], [-2.323, 4.587, 0.690], [-2.735, 5.512, 1.133], [-3.174, 3.925, 0.466], [-1.832, 4.861, -0.255], [0.547, -2.365, -4.144], [0.509, -1.136, -4.692], [-0.603, -0.535, -5.476], [-2.022, -1.041, -5.104], [-2.304, -1.259, -3.654], [-2.374, -2.496, -3.098], [-1.559, -3.695, -3.483], [-0.392, -3.490, -4.474], [-0.471, -0.715, -6.560], [-2.247, -1.948, -5.691], [-0.568, 0.560, -5.327], [-0.759, -3.477, -5.514], [1.453, -2.680, -3.594], [1.422, -0.541, -4.735], [0.218, -4.407, -4.369], [-1.104, -4.138, -2.582], [-3.204, -2.723, -2.415], [-2.222, -4.468, -3.912], [-2.714, -0.251, -5.437], [-2.731, -0.388, -3.127], [1.107, -0.330, -1.486], [2.711, -0.497, -2.349], [0.080, 0.713, -2.622], [-0.936, -2.308, 0.178], [0.161, -1.919, -1.344], [-2.423, -1.281, -0.273], [-1.753, -3.935, -0.083], [3.373, -1.071, -1.683], [3.149, 0.510, -2.464], [2.661, -0.978, -3.335], [-0.764, 0.153, -3.018], [0.666, 1.088, -3.463], [-0.349, 1.602, -2.139], [-1.873, -4.218, -1.127], [-2.748, -3.918, 0.378], [-1.115, -4.662, 0.426], [0.871, -2.759, -1.406], [-0.515, -1.897, -2.203], [-2.538, -0.516, 0.513], [-3.357, -1.859, -0.279], [-2.328, -0.792, -1.253], [2.439, -0.248, 4.997], [2.689, -0.965, 3.661], [4.118, -0.691, 3.179], [2.517, -2.472, 3.879], [1.727, -0.451, 2.669], [0.952, -0.054, 1.799], [3.164, -0.578, 5.751], [1.430, -0.482, 5.368], [2.550, 0.838, 4.876], [4.832, -1.001, 3.950], [4.319, -1.262, 2.268], [4.263, 0.375, 2.984], [1.504, -2.707, 4.222], [2.731, -3.021, 2.959], [3.224, -2.797, 4.647]]
}